C27H35AsF4MoN4O6SSi | wB97M-V/def2-TZVPD

```
80
Properties=species:S:1:pos:R:3:lowdin_charge:R:1
H 2.86 3.42 -2.67 0.09
C -1.61 -2.09 2.30 -0.01
O -1.13 -3.03 -0.93 -0.36
H 4.43 -0.14 1.76 0.12
H 2.08 1.19 -2.90 0.11
H 4.51 -2.34 -3.11 0.08
H -2.56 -1.62 2.07 0.12
C -3.21 -1.40 -2.22 -0.12
C 4.13 0.43 -0.30 -0.16
H 2.34 -1.21 -2.62 0.10
C -5.28 -2.51 -2.56 -0.08
C -3.51 -0.42 -3.14 -0.39
C 0.85 -3.18 2.75 -0.32
H -0.85 -0.53 -3.70 -0.01
C -2.70 4.50 -1.29 -0.16
H -5.96 -3.31 -2.34 0.10
H 5.07 -0.01 -0.63 0.12
C 3.21 -1.08 -2.00 -0.24
O -1.51 -0.65 -0.10 -0.37
C 3.65 -0.20 1.00 -0.21
O 0.54 -1.26 -1.27 -0.60
C 2.16 0.78 2.71 -0.17
H 2.49 2.95 -1.01 0.06
H -3.74 -3.21 -1.20 0.10
O -2.19 1.75 -1.91 -0.53
H -5.19 1.36 -1.20 0.03
H 2.21 -4.56 3.68 0.08
C 1.23 1.78 3.03 -0.16
H 4.17 3.00 -1.58 0.07
C -4.74 -0.50 -3.78 -0.14
H -2.62 4.69 -2.36 0.03
F 0.70 2.50 2.03 0.07
C 2.21 -3.80 2.90 -0.03
F 2.94 -0.23 6.12 0.09
H -3.14 1.30 1.08 0.03
N -0.49 -0.47 0.88 -0.20
H 4.28 1.49 -0.13 0.11
H 2.50 -4.28 1.96 0.08
H -6.58 -1.59 -3.99 0.10
C 0.87 2.09 4.33 -0.21
H -0.15 -4.61 3.99 0.11
C 3.03 1.32 -2.36 -0.22
H -1.74 4.75 -0.84 0.03
H 3.45 -1.27 0.85 0.11
N 0.76 -2.10 1.96 0.17
O -0.81 0.43 -3.75 -0.40
As -2.43 1.17 -3.56 1.22
S -1.00 -1.65 -1.37 0.83
C 4.47 -1.29 -2.83 -0.07
H 5.40 -1.07 -2.30 0.07
O 0.50 1.75 -0.66 -0.40
C -4.94 2.42 -1.33 -0.17
H 3.15 -1.85 -1.22 0.11
C 2.72 0.13 3.82 -0.15
C -1.51 -3.18 3.12 -0.05
C -0.26 -3.74 3.36 -0.03
Si -3.13 2.72 -0.94 0.30
C -2.77 2.29 0.83 -0.15
Mo 1.09 0.31 -0.13 1.77
H -5.02 0.25 -4.51 0.09
N 2.42 0.50 1.38 -0.16
F -0.02 3.06 4.53 0.10
H -5.58 3.00 -0.65 0.03
C -0.44 -1.58 1.74 -0.36
H -3.45 5.18 -0.89 0.03
H 3.84 1.14 -3.07 0.11
C 2.36 0.45 5.12 -0.22
C 3.15 2.75 -1.86 -0.09
N 3.06 0.25 -1.32 -0.25
H -3.25 3.01 1.50 0.04
H 4.47 -0.72 -3.76 0.07
H -5.20 2.70 -2.35 0.03
F 3.61 -0.87 3.67 0.07
H 1.16 1.67 6.42 0.14
C -5.62 -1.54 -3.49 -0.09
H -1.70 2.31 1.02 0.01
H -2.39 -3.60 3.58 0.11
C -4.04 -2.45 -1.92 -0.09
C 1.43 1.43 5.40 0.07
H 2.96 -3.05 3.14 0.06
```

molar mass = 818.61 g mol⁻¹
expectation value of S² = 2.019
orbital gap (spin up / spin down) = 7.847 / 7.500 eV
multiplicity = 3
highest occupied orbital energy (spin up / spin down) = -7.64 / -8.18 eV
DFT total energy = -139089.2051 eV

C3H9NO2S | wB97M-V/def2-TZVPD

```
16
Properties=species:S:1:pos:R:3:lowdin_charge:R:1
O 2.41 2.19 -2.53 -0.11
C -1.01 -0.99 -0.25 -0.57
H -1.93 -0.20 1.77 0.11
H 0.68 0.31 0.44 0.03
S -0.41 1.96 1.59 0.68
H -0.99 -2.26 -1.82 0.15
H 3.23 2.50 -2.08 0.04
C 0.15 0.31 1.37 -0.61
C -1.12 -0.71 1.21 -0.14
O -1.05 0.04 -0.97 -0.03
H -0.77 -1.55 1.76 0.07
H -0.57 -3.09 -0.24 0.13
H 2.04 1.42 -1.97 0.07
N -0.93 -2.25 -0.75 0.15
H 0.86 0.08 2.25 0.09
H -0.58 2.24 0.21 -0.07
```

molar mass = 123.18 g mol⁻¹
orbital gap = 9.307 eV
structure (SMILES) = NC(=O)CCS.O
highest occupied orbital energy = -8.75 eV
DFT total energy = -19676.3836 eV

C6H7P | wB97M-V/def2-TZVPD

```
14
Properties=species:S:1:pos:R:3:lowdin_charge:R:1
H -1.88 -1.37 -1.46 0.02
H 1.04 -1.39 1.01 0.18
H 1.83 1.60 -1.30 0.07
C 0.44 -0.51 0.43 -0.35
C 0.87 -0.20 -1.02 -0.06
H -0.02 1.67 0.81 0.08
H 0.73 -0.80 -1.99 0.13
H -1.47 -1.13 1.66 0.11
C -1.05 -0.67 0.65 -0.57
H 1.52 1.12 1.54 0.11
P -2.20 0.70 0.08 0.93
C -2.01 -0.92 -0.50 -0.33
C 1.37 0.98 -0.64 -0.10
C 0.83 0.92 0.72 -0.21
```

molar mass = 110.10 g mol⁻¹
orbital gap = 8.336 eV
structure (SMILES) = C1=C[C@H]([C@@H]2C=P2)C1
highest occupied orbital energy = -8.50 eV
DFT total energy = -15619.0487 eV

C18H13F8NOPPdSSe2Te | wB97M-V/def2-TZVPD

```
47
Properties=species:S:1:pos:R:3:lowdin_charge:R:1
H 3.40 2.94 1.83 0.11
O -1.84 3.04 -0.76 -0.63
F -2.32 -2.02 -6.45 0.13
C -2.71 0.96 -2.56 -0.10
C 0.21 -4.64 3.33 -0.08
H 5.05 -0.53 3.74 0.10
C 3.23 -0.83 2.66 -0.09
F 0.15 4.52 -1.93 -0.40
H -3.89 1.23 -5.70 0.12
F -2.96 -0.16 -7.35 0.12
F -1.73 4.84 1.29 -0.41
H -4.21 2.21 -3.43 0.11
C -3.49 1.42 -3.61 -0.03
N -1.81 0.00 -2.76 -0.12
P 0.90 -1.22 1.18 0.17
H 0.82 -4.16 1.32 0.06
C -2.35 -0.10 -5.07 -0.13
C 4.35 1.29 2.84 -0.09
Pd -0.38 -0.95 -1.66 0.18
H 0.24 -5.71 3.17 0.10
C -1.59 -0.53 -3.98 -0.68
C 4.28 -0.07 3.13 -0.09
H -0.50 -2.36 5.73 0.10
C 0.13 -1.90 3.74 -0.09
C 0.54 -3.78 2.29 -0.10
C 2.31 1.12 1.58 -0.09
F 0.51 3.65 0.54 -0.41
Se 1.47 -2.21 -0.67 0.30
Te -0.91 4.50 -0.38 1.74
H 1.53 1.59 0.98 0.05
H 3.17 -1.89 2.90 0.11
C -3.30 0.88 -4.87 0.00
H 0.09 -0.82 3.90 0.11
C 2.24 -0.24 1.88 -0.40
C 0.50 -2.40 2.50 -0.41
C -0.20 -2.76 4.77 -0.08
C 3.36 1.88 2.06 -0.06
C -0.16 -4.14 4.57 -0.09
S -0.29 -1.68 -3.89 0.59
Se -0.79 0.00 0.60 0.39
F -0.88 -0.48 -6.88 0.13
C -2.12 -0.69 -6.43 -0.60
H -2.78 1.37 -1.57 0.07
F 0.07 6.05 0.04 -0.40
H 5.17 1.88 3.22 0.10
H -0.41 -4.81 5.37 0.10
F -2.08 5.73 -1.19 -0.41
```

molar mass = 866.27 g mol⁻¹
total charge = -1
orbital gap = 7.706 eV
highest occupied orbital energy = -5.68 eV
DFT total energy = -205751.1112 eV

C24H66ClO13 | wB97M-V/def2-TZVPD

```
104
Properties=species:S:1:pos:R:3:lowdin_charge:R:1
O 0.80 0.32 0.83 -0.34
C -0.15 -0.04 4.05 -0.47
H -2.97 1.96 -0.32 0.12
O 0.79 1.88 -0.97 -0.26
C -1.70 2.79 2.68 -0.45
H 2.90 -4.09 -0.74 0.09
H 4.47 -1.10 1.90 0.09
H -0.08 -2.64 -4.84 0.07
H 0.10 -2.33 0.09 0.06
C -3.13 2.45 -2.26 -0.03
H 1.67 0.98 2.92 0.04
H 1.28 1.20 -2.91 0.08
H -0.92 0.97 -2.70 0.04
H 0.81 2.78 -5.46 0.07
O -1.25 0.02 4.95 -0.03
O -1.92 3.05 1.28 -0.06
H -0.65 0.51 -4.33 0.08
H -2.84 -0.66 1.08 0.08
H 1.67 0.06 -1.49 0.02
C -2.35 3.91 3.48 -0.06
H 1.29 -1.23 0.60 0.04
C -3.28 1.39 -1.20 -0.39
H -0.02 2.74 4.00 0.09
H -1.54 -0.53 2.43 0.06
H -1.52 2.36 0.74 -0.24
H -0.66 -1.91 3.17 0.11
O -2.45 0.25 -1.35 0.01
H 3.09 0.59 -1.48 0.11
H -1.66 -3.89 -1.72 0.07
C 1.53 2.28 -4.81 -0.02
H 1.68 -1.73 -1.67 0.05
H 1.38 -2.32 -5.50 0.07
H -4.76 0.27 -0.07 0.08
H -1.95 4.88 3.19 0.08
H -2.16 3.71 4.53 0.07
H 2.84 -3.49 2.44 0.09
H -3.58 2.20 -3.22 0.09
H -5.29 1.71 -0.93 0.09
H -2.85 -0.64 -1.54 -0.29
H 4.56 1.25 2.01 0.13
C 3.67 -0.62 1.34 -0.05
O -0.31 -0.17 -1.12 -0.31
H 0.23 -1.05 -5.70 0.07
C -0.59 -0.87 2.84 -0.08
O -3.09 -1.55 -1.37 -0.07
H 1.10 -3.06 -2.76 0.10
H -3.63 3.37 -1.94 0.09
H -1.68 -1.75 1.59 0.01
C -0.71 1.39 -3.69 -0.04
O 2.57 -0.20 -1.65 0.00
Cl 0.05 0.86 -0.21 0.91
C 1.04 -0.62 4.79 -0.06
H 3.00 1.97 3.48 0.10
H 1.89 1.36 -5.28 0.06
H -4.98 0.13 -1.75 0.09
O 2.08 -0.51 -3.83 -0.07
H -3.17 -4.07 -0.78 0.07
H 3.70 -2.59 1.20 0.03
H 0.45 3.03 -1.93 0.02
O 0.62 3.24 -2.85 -0.07
H 2.43 -0.23 -2.98 -0.05
C 2.75 1.01 3.04 -0.07
C 3.07 -3.46 1.37 -0.06
H -1.53 2.07 -3.88 0.07
H 3.87 -0.70 0.27 0.09
C 0.74 1.95 -3.49 -0.39
H 2.70 -1.09 1.56 0.05
H -1.03 0.60 5.67 0.08
H 0.05 -1.98 -1.88 0.06
C 0.91 -2.23 0.81 -0.05
H -1.59 -4.15 -0.01 0.06
O -1.09 1.45 0.44 -0.16
C 1.81 -3.45 0.55 -0.44
C -2.57 -1.70 0.95 -0.02
H 1.24 -4.36 0.75 0.13
H 3.03 0.29 3.81 0.06
C 0.58 -1.78 -4.98 -0.03
H 1.95 -0.70 4.20 0.04
O 2.87 1.69 0.85 -0.06
H 2.40 2.91 -4.62 0.07
H -1.16 -1.67 -0.69 0.05
H -3.42 4.02 3.33 0.07
C 3.56 0.87 1.79 -0.41
O 2.19 -3.45 -0.79 -0.06
C -2.17 -3.64 -0.78 -0.04
H 3.67 -4.34 1.13 0.08
H 0.45 -2.17 1.79 0.06
H 1.34 0.03 5.61 0.09
H -2.16 1.84 2.96 0.13
H 0.13 0.96 3.72 0.04
H 0.86 -1.60 5.24 0.09
H 0.11 -0.32 -3.51 0.06
C -4.64 0.84 -0.99 -0.02
C -0.21 2.74 2.92 -0.06
H 0.22 3.64 2.49 0.11
H 0.27 1.83 2.56 0.02
C 0.89 -1.07 -3.62 -0.51
H -1.50 0.39 -1.47 -0.01
H 1.99 1.34 0.72 -0.01
H 0.16 -0.76 2.06 0.03
C -2.13 -2.12 -0.48 -0.44
C 0.97 -2.02 -2.45 -0.04
H -3.33 -2.38 1.33 0.09
H -2.10 2.69 -2.53 0.05
```

molar mass = 598.23 g mol⁻¹
total charge = -1
orbital gap = 7.949 eV
highest occupied orbital energy = -5.45 eV
DFT total energy = -65076.9814 eV

Question: Among the records above, which one has the highest molar mass?
Answer: C18H13F8NOPPdSSe2Te